[1]
# C5H5NO

The molecule C5H5NO (the ωB97M-V functional and the def2-TZVPD basis, the OMol25 dataset).

The net charge is 0. Its structure (SMILES) is C#CC(=O)[C@H]1CN1. The orbital gap is 10.12 eV.

XYZ file:
```
12
Properties=species:S:1:pos:R:3:forces:R:3:nbo_charge:R:1
O 0.195 1.237 1.421 -0.2 -0.1 -0.4 -0.5134
C -0.239 0.781 0.381 0.2 0.0 0.3 0.4940
C -0.596 1.625 -0.751 -0.1 0.3 -0.5 -0.1313
C -0.836 2.269 -1.740 0.1 -0.2 0.4 -0.1270
C -0.359 -0.691 0.160 -0.2 0.1 -0.2 -0.1930
C 0.940 -1.422 0.246 0.3 -0.1 -0.1 -0.2217
N -0.058 -1.552 1.288 -0.1 0.0 0.2 -0.5544
H -1.029 2.861 -2.608 0.0 -0.1 0.2 0.2409
H -1.124 -1.029 -0.536 0.1 0.1 0.1 0.2227
H 1.830 -0.826 0.435 -0.2 -0.1 0.0 0.2040
H 1.090 -2.298 -0.377 -0.1 0.1 0.1 0.2049
H 0.185 -0.956 2.081 0.0 -0.1 -0.1 0.3744
```
Positions in Å, forces in eV/Å.

=====

[2]
# C5H11O2

A cluster of 2 separate species, C5H11O2 in total in a non-equilibrium geometry (the ωB97M-V functional and the def2-TZVPD basis, the OMol25 dataset).

The net charge is -1. The orbital gap is 7.25 eV.

XYZ file:
```
18
Properties=species:S:1:pos:R:3:forces:R:3:nbo_charge:R:1
C -0.285 2.005 -1.099 0.1 -0.4 0.9 -0.6125
C -0.748 3.053 -0.097 -0.3 0.6 -0.6 -0.5994
H -1.091 1.295 -1.301 0.1 0.3 -0.5 0.2052
H 0.152 2.485 -1.967 -0.4 -0.1 -0.4 0.1939
H 0.511 1.392 -0.683 0.1 -0.1 0.2 0.2282
H -1.171 2.655 0.815 0.1 -0.3 0.3 0.2055
H -1.529 3.682 -0.535 -0.1 -0.1 -0.1 0.1829
H 0.054 3.745 0.132 0.3 0.0 0.3 0.1950
C 0.533 -2.388 -0.022 -0.5 -0.2 0.4 -0.5132
C -0.641 -1.554 0.535 -0.6 -0.6 -0.7 -0.5963
C 1.777 -2.264 0.894 0.4 0.3 -0.6 0.7562
O 2.798 -1.758 0.371 0.0 0.0 0.0 -0.7935
O 1.625 -2.661 2.065 -0.2 -0.1 0.3 -0.7935
H 0.230 -3.438 -0.016 0.0 -0.1 0.0 0.1867
H 0.717 -2.140 -1.064 0.4 0.3 0.0 0.1838
H -0.317 -0.715 1.141 0.0 0.1 0.0 0.2065
H -1.318 -2.180 1.118 0.2 0.0 0.4 0.1938
H -1.297 -1.213 -0.285 0.3 0.3 0.1 0.1707
```
Positions in Å, forces in eV/Å.

=====

[3]
# C6H24KN12O6

A structure of composition C6H24KN12O6 in a non-equilibrium geometry (the ωB97M-V functional and the def2-TZVPD basis, the OMol25 dataset).

The net charge is +1. The orbital gap is 9.95 eV.

XYZ file:
```
49
Properties=species:S:1:pos:R:3:forces:R:3:nbo_charge:R:1
K -0.029 -0.089 1.043 0.2 -0.3 -0.2 0.9446
C 2.347 -2.145 2.762 -0.3 0.6 -0.8 0.7861
O 1.297 -1.576 3.030 0.0 0.0 0.1 -0.6955
N 2.573 -3.462 3.124 -0.2 0.2 0.1 -0.8383
N 3.360 -1.538 2.070 -0.1 -1.1 0.6 -0.8333
H 1.701 -3.863 3.438 0.1 -0.2 0.2 0.3957
H 3.064 -4.037 2.458 0.1 0.0 0.1 0.3781
H 4.091 -2.184 1.823 0.3 0.6 -0.3 0.3803
H 3.168 -0.725 1.504 0.0 0.1 0.0 0.4317
C 0.308 1.072 -2.730 -0.6 -1.0 0.7 0.7698
O 0.380 0.548 -1.618 -0.1 0.7 -0.3 -0.6932
N -0.540 0.570 -3.675 1.0 0.9 0.4 -0.8378
N 0.979 2.218 -3.053 -0.1 0.0 -0.2 -0.8479
H -0.576 1.054 -4.552 -0.6 -0.5 -0.3 0.3957
H -1.064 -0.235 -3.388 -0.1 -0.1 -0.4 0.4247
H 1.194 2.355 -4.026 0.2 0.3 0.1 0.3914
H 1.669 2.494 -2.374 0.2 -0.1 -0.2 0.4117
C 2.845 2.095 -0.024 -1.3 1.0 -0.3 0.7842
O 2.298 1.082 0.386 0.9 -0.5 0.4 -0.7024
N 3.836 2.125 -0.950 0.4 0.0 -0.3 -0.8463
N 2.315 3.325 0.314 0.3 -1.3 0.2 -0.8654
H 4.344 2.974 -1.126 0.0 0.0 0.1 0.3970
H 4.278 1.271 -1.239 -0.1 -0.1 0.1 0.4140
H 2.573 4.200 -0.097 0.0 0.1 0.2 0.3987
H 1.617 3.205 1.035 -0.2 0.7 -0.1 0.4360
C 0.072 -3.485 0.129 0.7 1.1 0.0 0.7761
O 0.406 -2.539 -0.574 -0.1 -0.4 -0.1 -0.6730
N -1.080 -3.481 0.852 0.1 -0.8 0.3 -0.8498
N 0.865 -4.592 0.341 -0.1 -0.6 0.5 -0.8482
H -1.280 -4.335 1.345 -0.4 0.1 -0.1 0.3782
H -1.847 -2.912 0.528 0.1 0.2 0.0 0.4343
H 0.748 -5.063 1.223 -0.1 -0.2 -0.1 0.3753
H 1.805 -4.656 -0.006 -0.1 0.5 -0.3 0.4017
C -3.579 -0.676 -0.243 -0.4 0.4 0.6 0.7966
O -2.501 -1.184 0.039 -0.1 0.4 -0.4 -0.6892
N -4.429 -1.118 -1.247 0.2 -0.5 -0.5 -0.8658
N -4.022 0.446 0.396 0.4 -0.3 0.2 -0.8251
H -3.961 -1.769 -1.864 0.1 -0.1 0.2 0.3958
H -5.313 -1.517 -0.963 -0.1 0.4 0.2 0.4007
H -4.964 0.788 0.331 0.0 -0.1 -0.3 0.4048
H -3.468 0.745 1.182 -0.2 0.0 0.1 0.4035
C -1.507 2.963 0.862 -0.4 -0.8 0.4 0.7762
O -0.602 2.551 1.584 0.2 0.5 0.0 -0.7159
N -2.635 3.565 1.355 0.3 -0.2 -0.7 -0.8439
N -1.548 2.704 -0.470 -0.2 0.4 -0.1 -0.8400
H -2.723 3.790 2.328 0.0 0.0 0.0 0.4219
H -3.379 3.720 0.701 -0.2 0.4 0.4 0.3889
H -0.738 2.352 -0.953 0.1 -0.2 0.2 0.4274
H -2.350 2.969 -1.012 0.1 0.0 -0.1 0.3897
```
Positions in Å, forces in eV/Å.

=====

[4]
# C49H57CrN8O4SSb

A structure of composition C49H57CrN8O4SSb in a non-equilibrium geometry (the ωB97M-V functional and the def2-TZVPD basis, the OMol25 dataset).

The net charge is +3. Its spin multiplicity is 4. The orbital gap (alpha / beta) is 4.76 / 6.62 eV. The expectation value of S² is 3.935.

XYZ file:
```
121
Properties=species:S:1:pos:R:3:forces:R:3:lowdin_spin:R:1
Cr -0.234 -0.126 0.238 -0.3 0.2 1.0 3.1790
C 2.227 1.570 1.518 0.0 0.0 0.1 0.0039
O 0.986 1.586 0.776 0.1 -0.2 -0.3 0.0156
C 0.370 2.887 0.838 0.0 0.1 0.1 0.0005
C -0.997 2.785 0.211 -0.1 -0.1 0.0 0.0028
O -1.471 1.458 0.546 -0.2 0.0 -0.2 0.0117
C -2.905 1.214 0.517 0.1 0.1 0.0 0.0010
C -3.077 -0.169 1.059 -0.1 -0.2 0.0 0.0001
O -2.107 -1.030 0.403 0.1 -0.1 0.0 0.0121
C -2.327 -2.417 0.793 -0.1 0.1 -0.1 0.0029
H 2.947 2.229 1.033 0.0 0.0 0.0 0.0008
H 2.603 0.555 1.519 0.0 -0.1 0.0 0.0002
H 2.033 1.912 2.535 0.0 0.0 0.0 0.0002
H 0.977 3.612 0.294 0.0 0.0 0.1 0.0004
H 0.313 3.187 1.884 0.0 0.0 0.1 0.0000
H -0.968 2.901 -0.870 0.0 0.0 0.0 0.0001
H -1.675 3.526 0.632 0.0 0.0 0.0 -0.0003
H -3.268 1.307 -0.500 0.0 0.0 -0.1 0.0004
H -3.412 1.936 1.157 0.1 0.1 0.1 -0.0006
H -4.083 -0.523 0.833 0.0 -0.1 0.0 -0.0007
H -2.911 -0.225 2.135 0.0 0.0 0.0 0.0003
H -3.358 -2.674 0.556 0.0 0.0 0.0 -0.0003
H -2.147 -2.535 1.863 0.0 0.0 0.0 0.0005
H -1.661 -3.046 0.217 0.0 0.0 -0.1 0.0001
C 0.131 -1.015 6.058 -0.1 0.0 -0.1 0.0001
N 0.015 -0.447 4.692 0.0 0.0 0.3 0.0016
C 0.291 -1.002 3.520 0.0 0.1 0.0 0.0029
N -0.163 -0.229 2.526 -0.1 0.0 0.0 0.0033
C -0.722 0.821 3.219 0.0 0.0 0.0 0.0024
N -0.639 0.715 4.515 0.1 -0.2 -0.2 0.0001
C -1.139 -1.750 6.411 0.0 0.1 0.0 0.0001
C -1.992 -1.327 7.421 0.0 0.0 0.0 0.0000
C -3.179 -2.016 7.655 0.0 0.0 0.0 0.0000
C -3.537 -3.101 6.870 0.0 0.0 0.1 0.0000
C -2.682 -3.519 5.855 -0.1 -0.1 0.0 0.0000
C -1.482 -2.854 5.652 0.0 0.0 -0.1 0.0000
C -3.005 -4.631 4.960 0.0 0.2 0.2 0.0000
N -3.982 -5.460 4.940 0.0 -0.3 -0.3 0.0000
N -3.758 -6.302 3.833 -0.1 0.2 0.3 0.0000
C -2.666 -5.898 3.297 0.1 -0.1 -0.2 0.0000
O -2.129 -4.832 3.941 0.1 0.0 0.0 0.0000
C -1.915 -6.381 2.137 -0.1 0.0 0.1 0.0000
C -2.371 -7.428 1.342 0.0 -0.1 0.0 0.0000
C -1.606 -7.848 0.264 0.0 0.0 0.0 0.0000
C -0.397 -7.227 -0.037 0.0 0.0 0.0 0.0000
C 0.058 -6.187 0.760 0.0 0.0 0.0 0.0003
C 1.359 -5.478 0.483 -0.1 0.1 0.0 0.0002
N 1.110 -4.093 0.012 0.2 -0.4 -0.2 0.0061
C 0.860 -2.998 0.699 0.0 0.1 -0.1 0.0079
N 0.581 -1.995 -0.149 0.1 0.1 -0.1 -0.0058
C 0.700 -2.596 -1.382 0.0 0.0 0.1 0.0047
N 1.012 -3.857 -1.315 -0.1 0.0 0.3 0.0009
C -0.700 -5.776 1.845 0.0 0.1 0.0 0.0001
H 0.313 -0.178 6.725 0.0 0.1 0.0 0.0000
H 1.000 -1.669 6.061 0.0 0.0 0.0 0.0000
H 0.833 -1.929 3.437 0.0 0.0 0.0 0.0001
H -1.196 1.667 2.761 0.0 0.0 0.0 0.0000
H -1.737 -0.466 8.029 0.0 0.0 0.0 0.0000
H -3.837 -1.692 8.452 0.0 0.0 0.0 0.0000
H -4.469 -3.627 7.036 0.0 0.0 0.0 0.0000
H -0.809 -3.214 4.881 0.0 0.0 0.0 0.0000
H -3.310 -7.912 1.581 0.0 0.0 0.0 0.0000
H -1.952 -8.669 -0.350 0.0 0.0 0.0 0.0000
H 0.187 -7.565 -0.886 0.0 0.0 0.0 0.0000
H 1.920 -5.958 -0.312 0.1 0.0 0.0 0.0000
H 1.985 -5.417 1.370 0.0 0.0 0.0 0.0001
H 0.855 -2.954 1.771 0.0 0.0 0.0 0.0003
H 0.564 -2.108 -2.330 0.0 0.1 0.0 -0.0018
H -0.331 -4.996 2.504 0.0 0.0 0.0 0.0000
C 4.370 -1.406 0.372 0.0 0.0 0.0 0.0001
S 3.441 -0.519 -0.896 0.1 0.0 0.0 0.0016
C 4.717 0.642 -1.428 0.0 0.0 0.0 0.0003
H 4.728 -0.725 1.145 0.0 0.0 0.0 0.0000
H 5.217 -1.920 -0.078 0.0 0.0 0.0 0.0001
H 3.709 -2.148 0.821 0.0 0.0 0.0 0.0000
H 5.597 0.092 -1.759 0.0 0.0 0.0 0.0001
H 4.993 1.320 -0.620 0.0 0.0 0.0 0.0001
H 4.319 1.213 -2.265 0.0 0.0 0.0 0.0000
C -1.720 -0.554 -5.792 0.1 -0.1 0.1 -0.0009
C -0.289 -0.859 -5.419 0.0 0.0 0.0 -0.0082
C 0.496 -1.459 -6.411 0.0 0.0 0.0 -0.0018
C 1.846 -1.711 -6.250 0.0 0.0 0.0 -0.0043
C 2.481 -1.344 -5.069 0.0 0.0 -0.1 0.0001
C 1.737 -0.760 -4.066 -0.2 0.0 0.0 -0.0050
C 0.359 -0.540 -4.221 0.1 0.0 0.2 -0.0296
Sb -0.409 0.534 -2.542 0.2 0.2 -0.7 -0.1279
C -2.477 0.881 -2.706 0.0 -0.1 0.0 -0.0164
C -2.934 2.197 -2.739 -0.1 -0.1 -0.1 -0.0071
C -4.298 2.455 -2.749 0.0 0.0 0.0 -0.0004
C -5.192 1.393 -2.716 0.0 0.0 0.0 -0.0067
C -4.728 0.081 -2.689 0.0 0.0 0.0 0.0003
C -3.365 -0.206 -2.686 0.0 0.0 0.0 -0.0049
C -2.894 -1.640 -2.726 -0.1 0.1 0.0 -0.0014
C 0.597 2.360 -2.936 0.0 0.0 0.2 -0.0267
C 1.570 2.775 -2.020 0.0 0.0 -0.2 -0.0016
C 2.317 3.918 -2.256 0.0 0.0 0.0 0.0001
C 2.089 4.650 -3.413 0.0 0.0 0.0 0.0006
C 1.154 4.211 -4.336 0.0 0.1 -0.1 -0.0020
C 0.402 3.051 -4.140 0.0 0.0 0.0 -0.0058
C -0.489 2.580 -5.263 0.1 0.1 0.1 -0.0017
H -1.735 0.025 -6.716 0.0 0.0 0.0 -0.0002
H -2.259 0.018 -5.044 0.0 0.0 0.0 -0.0001
H -2.272 -1.474 -5.993 0.0 0.0 0.0 0.0000
H 0.014 -1.716 -7.348 0.0 0.0 0.0 -0.0003
H 2.407 -2.173 -7.052 0.0 0.0 0.0 -0.0002
H 3.543 -1.508 -4.935 0.0 0.0 0.0 0.0000
H 2.243 -0.475 -3.152 0.0 0.0 0.0 -0.0006
H -2.234 3.026 -2.771 0.0 0.0 -0.1 -0.0005
H -4.658 3.476 -2.789 0.0 0.0 0.0 0.0000
H -6.258 1.583 -2.729 0.0 0.0 0.0 -0.0004
H -5.441 -0.737 -2.692 0.0 0.0 0.0 0.0001
H -3.722 -2.332 -2.576 0.0 0.0 0.0 -0.0001
H -2.146 -1.844 -1.960 0.1 0.0 0.1 -0.0007
H -2.446 -1.882 -3.689 0.0 0.0 -0.1 -0.0002
H 1.766 2.187 -1.133 0.0 0.0 -0.2 -0.0007
H 3.077 4.233 -1.550 0.0 0.0 0.0 0.0000
H 2.653 5.554 -3.607 0.0 0.0 0.0 0.0000
H 1.009 4.768 -5.255 0.0 0.0 0.0 -0.0005
H -0.931 3.426 -5.789 0.0 0.0 0.0 0.0000
H -1.299 1.934 -4.932 0.0 0.0 0.0 -0.0009
H 0.104 2.018 -5.989 0.0 0.0 0.0 0.0001
```
Positions in Å, forces in eV/Å.

=====

[5]
# C37H39N9OV

A structure of composition C37H39N9OV in a non-equilibrium geometry (the ωB97M-V functional and the def2-TZVPD basis, the OMol25 dataset).

The net charge is +1. Its spin multiplicity is 3. The orbital gap (alpha / beta) is 5.31 / 5.42 eV. The expectation value of S² is 2.057.

XYZ file:
```
87
Properties=species:S:1:pos:R:3:forces:R:3:lowdin_spin:R:1
V -0.647 0.212 0.806 -0.4 -0.8 -0.5 1.9277
N -0.482 -1.966 4.440 0.0 -0.1 -0.1 0.0028
C -0.422 -1.712 3.018 -0.1 0.3 0.2 0.0018
N -1.009 -0.408 2.728 0.3 0.4 -0.1 -0.0200
C -0.509 0.583 3.464 0.0 0.0 0.1 0.0082
N -0.565 1.876 3.055 -0.5 0.1 0.3 -0.0317
N -1.168 1.937 1.860 0.0 -0.4 -0.5 -0.0091
C -1.746 3.034 1.501 0.2 0.1 0.1 0.0721
C -2.582 3.176 0.331 -0.1 0.1 0.1 0.0109
C -3.409 4.311 0.298 0.0 0.0 0.1 0.0130
C -4.369 4.472 -0.666 0.0 0.0 -0.1 0.0061
C -4.522 3.477 -1.633 0.0 0.1 0.1 0.0160
C -3.667 2.414 -1.604 0.1 0.0 0.0 0.0044
N -2.702 2.265 -0.663 0.0 -0.1 -0.2 0.0187
C 0.082 0.328 4.778 0.0 0.0 0.0 -0.0002
C 0.625 1.343 5.570 0.0 0.0 0.0 0.0019
C 1.099 1.063 6.834 0.0 0.0 0.0 0.0001
C 1.018 -0.243 7.321 0.0 0.0 0.0 0.0031
C 0.492 -1.263 6.554 0.0 0.0 0.0 -0.0002
C 0.034 -0.990 5.263 0.0 0.1 0.0 0.0029
H -0.356 -2.921 4.731 0.0 0.0 0.0 0.0002
H -0.978 -2.487 2.493 0.0 0.0 0.0 0.0003
H -1.752 3.871 2.193 0.0 0.0 0.0 0.0032
H -3.292 5.043 1.085 0.0 0.0 0.0 0.0001
H -5.004 5.347 -0.662 0.0 0.0 0.0 0.0000
H -5.275 3.534 -2.406 0.0 0.0 0.0 0.0008
H -3.705 1.632 -2.349 0.0 0.0 0.0 0.0001
H 0.650 2.348 5.174 0.0 0.0 0.0 0.0001
H 1.521 1.847 7.447 0.0 0.0 0.0 -0.0001
H 1.381 -0.468 8.316 0.0 0.0 0.0 0.0002
H 0.447 -2.275 6.937 0.0 0.0 0.0 -0.0001
N 4.175 1.370 -2.771 0.0 -0.1 -0.1 0.0000
C 4.355 -0.123 -2.928 0.0 0.1 0.1 0.0000
C 3.313 -0.783 -2.052 0.0 0.0 0.1 0.0000
N 3.405 -0.210 -0.710 0.0 -0.2 -0.2 0.0001
H 4.607 1.902 -3.524 0.1 0.0 0.0 0.0000
H 4.553 1.663 -1.871 -0.1 0.0 0.1 0.0000
H 3.175 1.610 -2.727 -0.1 0.0 -0.1 0.0000
H 5.365 -0.352 -2.590 0.0 0.0 -0.1 0.0000
H 4.266 -0.363 -3.984 -0.1 0.0 0.0 0.0000
H 3.428 -1.870 -2.102 0.0 0.0 0.0 0.0000
H 2.322 -0.550 -2.459 0.0 0.0 0.0 0.0000
H 4.227 -0.579 -0.240 0.0 -0.1 0.0 0.0000
H 2.609 -0.560 -0.169 0.1 0.4 0.2 0.0000
C -3.233 -1.602 -5.279 0.0 0.0 0.0 -0.0010
C -1.930 -1.327 -4.881 0.0 0.0 0.0 0.0002
C -1.677 -0.840 -3.609 0.0 -0.1 0.0 -0.0008
C -2.716 -0.605 -2.706 0.1 0.1 0.0 0.0010
C -4.013 -0.903 -3.114 0.0 0.1 -0.1 -0.0008
C -4.274 -1.394 -4.388 0.0 0.0 0.0 0.0002
C -2.450 -0.165 -1.279 -0.2 -0.1 0.3 0.0026
C -1.721 1.135 -0.866 0.0 0.5 0.2 -0.0202
C -0.626 1.768 -1.722 0.0 0.0 0.0 -0.0003
C -0.813 2.092 -3.074 0.0 -0.1 0.0 -0.0007
C 0.134 2.804 -3.789 0.0 0.0 0.0 -0.0004
C 1.296 3.249 -3.162 0.0 0.0 0.0 0.0007
C 1.503 2.948 -1.824 0.0 0.0 0.0 0.0014
C 0.556 2.204 -1.122 0.0 0.0 0.0 0.0116
H -3.432 -1.986 -6.271 0.0 0.0 0.0 -0.0001
H -1.109 -1.505 -5.566 0.0 0.0 0.0 0.0000
H -0.653 -0.660 -3.301 0.0 0.0 0.0 0.0001
H -4.834 -0.756 -2.419 0.0 0.0 0.0 0.0000
H -5.291 -1.621 -4.679 0.0 0.0 0.0 0.0000
H -3.430 -0.074 -0.799 0.0 -0.1 0.0 0.0014
H -1.721 1.783 -3.576 0.0 0.0 0.0 0.0001
H -0.048 3.047 -4.828 0.0 0.0 0.0 -0.0001
H 2.004 3.865 -3.705 0.0 0.0 0.0 0.0001
H 2.367 3.336 -1.295 0.0 0.0 0.0 0.0001
H 0.739 2.037 -0.064 0.0 0.0 0.0 0.0067
C -1.630 -1.170 -0.479 0.1 0.3 0.1 -0.0520
H -2.217 -1.925 0.047 -0.1 0.0 0.0 0.0023
H -0.935 -1.688 -1.138 0.0 0.0 0.0 -0.0007
N 3.323 -5.689 0.991 0.0 0.0 0.0 0.0000
C 2.854 -4.956 2.036 0.0 0.0 0.0 -0.0004
O 3.058 -5.280 3.190 0.0 0.0 0.0 -0.0007
C 2.077 -3.721 1.675 0.0 0.1 -0.1 -0.0008
C 1.817 -2.850 2.650 0.0 0.0 0.1 0.0047
C 1.006 -1.610 2.428 0.2 -0.2 -0.1 0.0020
N 0.850 -1.187 1.010 0.4 -0.2 0.2 0.0014
C 1.122 -2.163 0.095 0.0 0.0 -0.1 -0.0002
C 1.669 -3.379 0.317 0.1 0.0 0.0 0.0074
H 3.833 -6.530 1.197 0.0 0.0 0.0 0.0000
H 3.175 -5.421 0.038 0.0 0.0 0.0 0.0001
H 2.182 -3.045 3.652 0.0 0.0 0.0 0.0003
H 1.490 -0.804 2.989 0.0 0.1 0.0 0.0004
H 0.909 -1.904 -0.937 0.0 0.0 0.0 0.0002
H 1.800 -4.043 -0.526 0.0 0.0 0.0 0.0007
```
Positions in Å, forces in eV/Å.

=====

Q: Which formula does entry 5 have?
A: C37H39N9OV